(1)
C9H11F6O6V | ωB97M-V/def2-TZVPD

```
33
Properties=species:S:1:pos:R:3:nbo_charge:R:1
C -0.476 0.529 -2.594 0.10
H -0.559 -1.204 -3.856 0.26
O -0.180 1.032 1.167 -0.53
C -1.985 0.472 -2.238 0.96
H -0.417 -1.808 4.034 0.26
F -2.723 1.108 -3.115 -0.26
V 0.432 -0.150 0.165 1.56
F 0.039 2.477 -1.330 -0.32
H 0.863 1.170 4.194 0.28
O -0.966 -3.401 2.129 -0.54
F 1.381 1.933 -2.924 -0.30
O 0.811 -0.480 2.957 -0.51
O 0.172 -0.130 -1.501 -0.47
H 2.547 1.126 -0.183 0.29
O 0.001 -1.870 0.840 -0.62
H 0.902 -0.197 -4.062 0.26
F -2.189 0.993 -1.010 -0.32
H -1.273 -3.829 1.303 0.55
H -0.651 0.339 -4.717 0.28
C 0.160 0.615 3.569 -0.19
H -0.687 0.318 4.193 0.25
H 1.154 -2.420 3.527 0.28
C 0.322 -1.769 3.231 -0.19
C -0.172 -0.188 -3.892 -0.65
H 2.778 -0.650 -0.412 0.27
C 0.091 1.975 -2.582 0.96
C -0.377 1.600 2.545 0.79
O -0.870 2.637 2.653 -0.33
F -2.357 -0.812 -2.177 -0.31
C 2.366 0.131 0.236 -0.73
F -0.566 2.763 -3.398 -0.26
C -0.251 -2.360 1.971 0.88
H 2.679 0.053 1.277 0.27
```

**F_max**: 0.78 eV Å⁻¹
**LUMO energy**: -10.24 eV
**Net charge**: +2
**Energy above the lowest of the compared OMol25 structures with the same formula, charge and spin**: 0.00 kcal/mol
**Kohn-Sham gap**: 8.7 eV


(2)
C5H5MgO6 | ωB97M-V/def2-TZVPD

```
17
Properties=species:S:1:pos:R:3:mulliken_spin:R:1
H 0.204 0.942 -0.838 0.20
C -2.189 2.673 -1.489 0.00
O -2.868 3.644 -1.500 0.01
H 3.912 -0.152 1.112 0.00
O 4.588 -0.912 -0.660 0.00
H -0.952 0.063 -2.655 -0.01
C 3.733 -0.582 0.105 0.00
O -1.545 2.202 -0.384 0.13
C -1.697 0.507 -1.991 0.22
H 2.124 -1.521 -1.132 0.00
C -1.043 0.928 -0.589 0.02
C 2.266 -1.035 -0.150 -0.01
O -2.118 1.758 -2.464 0.07
O 1.596 -1.426 0.810 0.00
Mg -0.334 -1.389 1.314 -0.01
H -2.536 -0.168 -1.784 0.01
O -1.244 0.123 0.384 0.36
```

**F_max**: 3.54 eV Å⁻¹
**Expectation value of S²**: 0.76
**LUMO energy (alpha / beta)**: -10.86 / -12.58 eV
**Net charge**: +2
**Kohn-Sham gap (alpha / beta)**: 7.4 / 5.7 eV
**2S+1**: 2